No. 1
ORCA calculation (ωB97M-V/def2-TZVPD) on F10K5N5O20S10 as an isolated structure at a distorted geometry.

For the total energy, the calculation gives -265551.960 eV. The largest force on an atom is 11.25 eV/Å.

Geometry as ORCA input:
```
! wB97M-V def2-TZVPD RIJCOSX def2/J DEFGRID3
* xyz -1 2
K 2.83 -2.82 1.23
K -1.11 2.58 -3.02
K -0.28 2.48 3.33
K -3.34 -0.41 2.63
K 0.80 -3.46 -1.89
N 1.38 1.09 -3.78
S 0.56 -0.33 -4.19
O 0.47 -1.29 -3.20
O 0.71 -0.79 -5.56
F -0.87 0.28 -4.35
S 2.71 0.38 -3.41
O 3.62 0.18 -4.55
O 2.83 -0.55 -2.27
F 3.34 1.67 -2.77
N -1.36 -0.21 0.92
S -0.01 -0.12 0.38
O 0.44 1.03 -0.46
O 0.69 -1.34 0.13
F 0.68 0.13 1.76
S -1.96 -0.58 -0.60
O -1.48 -1.75 -1.32
O -2.38 0.47 -1.52
F -3.38 -1.19 -0.18
N -0.05 4.87 -1.91
S -0.93 6.04 -1.72
O -0.42 7.38 -1.97
O -2.08 5.83 -0.86
F -1.59 5.62 -3.15
S 0.73 4.82 -0.39
O 0.23 3.77 0.49
O 0.94 6.16 0.21
F 2.22 4.31 -0.86
N 1.36 0.54 4.80
S 2.82 0.50 4.44
O 3.05 0.89 3.05
O 3.70 -0.39 5.18
F 3.17 1.83 5.29
S 1.05 -1.12 4.68
O 1.14 -1.88 5.78
O 1.47 -1.83 3.42
F -0.63 -0.89 4.56
N -2.47 -5.63 0.53
S -1.90 -4.40 1.25
O -2.87 -3.38 1.61
O -0.45 -4.05 1.02
F -1.67 -5.26 2.63
S -2.77 -4.77 -0.96
O -1.54 -4.61 -1.75
O -3.90 -3.80 -0.93
F -3.54 -6.00 -1.72
*
```

***

No. 2
ORCA calculation (ωB97M-V/def2-TZVPD) on F2FeH32O18P as an isolated structure at a distorted geometry.

For the total energy, the calculation gives -86464.410 eV. The largest force on an atom is 10.80 eV/Å.

Geometry as ORCA input:
```
! wB97M-V def2-TZVPD RIJCOSX def2/J DEFGRID3
* xyz 2 6
Fe 2.87 -0.77 -0.90
O 1.16 -0.50 -0.38
P 0.30 0.82 -0.22
O 1.74 0.69 -0.66
F -0.19 0.01 1.10
F -0.80 0.02 -1.14
O -3.26 0.66 -2.50
H -3.55 -0.21 -2.28
H -3.18 0.63 -3.44
O -0.64 0.53 -3.82
H 0.13 1.09 -3.76
H -0.75 0.19 -2.94
O 3.29 -1.20 1.15
H 3.61 -1.95 1.70
H 3.39 -0.40 1.72
O -3.13 -0.80 1.28
H -3.97 -0.35 1.46
H -2.61 -0.71 2.08
O -1.65 1.81 3.55
H -1.83 1.84 2.58
H -1.53 0.89 3.75
O 2.88 -0.46 -2.92
H 2.89 -1.03 -3.73
H 2.52 0.41 -3.24
O 0.26 -2.68 0.95
H 0.44 -1.82 0.57
H -0.48 -3.11 0.64
O 1.29 0.65 3.88
H 1.83 0.17 4.44
H 0.54 0.06 3.79
O -0.12 -2.07 -2.72
H -0.70 -1.59 -2.17
H -0.16 -2.93 -2.29
O 2.28 -2.80 -1.02
H 2.50 -3.40 -1.81
H 1.73 -3.29 -0.47
O -0.50 3.46 -1.30
H -1.37 3.44 -1.66
H -0.70 3.97 -0.54
O -0.97 -0.79 3.44
H -0.58 -0.63 2.57
H -1.29 -1.68 3.37
O 0.80 3.13 1.58
H 1.63 3.57 1.62
H 0.32 3.22 2.37
O 4.35 0.83 -0.59
H 5.25 0.73 -0.88
H 4.24 1.69 -0.31
O -2.33 1.96 0.57
H -2.71 1.07 0.53
H -2.83 2.64 0.05
O -3.21 -1.86 -1.31
H -3.04 -1.45 -0.44
H -4.16 -1.69 -1.32
*
```

***

No. 3
ORCA calculation (ωB97M-V/def2-TZVPD) on a single F2H2N2O2S molecule at a distorted geometry.

For the total energy, the calculation gives -23372.601 eV. Its SMILES is NS(=O)(=O)N(F)F. The largest force on an atom is 4.94 eV/Å.

Geometry as ORCA input:
```
! wB97M-V def2-TZVPD RIJCOSX def2/J DEFGRID3
* xyz 0 1
N -0.18 -0.50 -0.01
N -0.63 0.95 2.11
O -0.74 -1.66 2.09
O 1.57 -0.60 1.86
F -1.25 0.87 3.34
F 0.24 2.01 2.20
S 0.14 -0.64 1.61
H -0.65 -1.33 -0.23
H 0.55 -0.40 -0.58
*
```